(1)
This record from OMol25 describes a molecular structure, C17H11O4PdS4. The level of theory is ωB97M-V/def2-TZVPD.

Properties
gap between HOMO and LUMO (spin up / spin down): 7.39 / 6.29 eV
spin multiplicity: 3
<S²>: 2.021
charge: -1
relative energy (zero: lowest compared OMol25 entry of this formula, charge and spin): 5.16 kcal/mol

Last column: natural (NBO) charge in e.
CARTESIAN COORDINATES (ANGSTROEM)
1 Pd -1.908 -0.441 -1.906  0.62
2 S -6.649 0.286 -2.782  0.33
3 S -6.254 -2.605 -2.383  0.33
4 S -3.779 0.906 -2.327  -0.05
5 S -3.344 -2.306 -1.877  -0.05
6 O -0.511 -0.079 0.097  -0.73
7 O 2.335 0.366 -1.922  -0.71
8 O 0.223 -0.234 -2.385  -0.80
9 O -8.584 -1.499 -2.927  -0.58
10 C 1.254 1.506 0.464  -0.04
11 C 1.177 0.085 -1.615  0.78
12 C 2.569 1.876 0.749  -0.13
13 C 0.254 2.454 0.657  -0.22
14 C 1.001 -1.804 1.572  -0.15
15 C -7.413 -1.310 -2.722  0.19
16 C 2.984 -1.316 0.335  -0.21
17 C 0.887 0.118 -0.082  0.09
18 C 2.866 3.142 1.229  -0.23
19 C 1.649 -1.019 0.622  -0.04
20 C 1.667 -2.820 2.248  -0.23
21 C 3.650 -2.332 1.008  -0.21
22 C -5.013 -0.238 -2.425  -0.44
23 C 0.550 3.727 1.135  -0.21
24 C 1.857 4.078 1.428  -0.23
25 C -4.827 -1.595 -2.237  -0.44
26 C 3.000 -3.085 1.977  -0.23
27 H 3.520 -3.881 2.497  0.20
28 H 3.370 1.173 0.588  0.22
29 H -0.251 4.444 1.269  0.21
30 H 1.130 -3.412 2.980  0.20
31 H -0.770 2.213 0.403  0.22
32 H 3.479 -0.778 -0.461  0.26
33 H 2.091 5.069 1.799  0.20
34 H -0.740 0.109 1.014  0.48
35 H -0.049 -1.653 1.778  0.20
36 H 4.683 -2.544 0.757  0.20
37 H 3.896 3.399 1.446  0.20

(2)
This record from OMol25 describes a single C17H12Cl2N4O4S molecule. The level of theory is ωB97M-V/def2-TZVPD.

Properties
SMILES: Cc1nc(NC(=O)CSc2nnc(-c3ccc4c(c3)OCO4)o2)c(Cl)cc1Cl
gap between HOMO and LUMO: 8.32 eV
spin multiplicity: 1
charge: 0

Last column: natural (NBO) charge in e.
CARTESIAN COORDINATES (ANGSTROEM)
1 Cl -7.473 0.523 -1.934  0.02
2 Cl -4.483 2.729 1.971  0.02
3 S -0.327 -2.675 0.841  0.32
4 O 1.896 -1.278 0.368  -0.41
5 O 7.454 1.570 -0.578  -0.47
6 O -1.156 -0.654 2.750  -0.57
7 O 7.066 -0.585 0.136  -0.49
8 N -2.964 0.174 1.738  -0.61
9 N 1.099 0.664 -0.279  -0.28
10 N 0.054 -0.136 -0.012  -0.35
11 N -4.294 -0.727 0.043  -0.46
12 C 5.077 2.220 -0.794  -0.26
13 C 6.109 1.355 -0.507  0.24
14 C -5.525 -1.847 -1.693  -0.65
15 C -5.312 -0.671 -0.801  0.22
16 C 2.184 -0.013 -0.052  0.45
17 C -5.897 1.513 0.018  -0.18
18 C 5.871 0.046 -0.072  0.29
19 C 3.784 1.739 -0.635  -0.16
20 C -1.961 -1.879 0.847  -0.63
21 C 0.553 -1.274 0.372  0.29
22 C 3.546 0.437 -0.203  -0.14
23 C 8.065 0.362 -0.173  0.24
24 C 4.601 -0.442 0.089  -0.25
25 C -4.826 1.429 0.884  -0.10
26 C -6.144 0.449 -0.840  -0.10
27 C -1.966 -0.759 1.863  0.70
28 C -4.023 0.272 0.867  0.37
29 H 8.689 0.546 0.716  0.16
30 H -2.178 -1.500 -0.149  0.28
31 H -4.779 -2.606 -1.480  0.23
32 H -6.529 2.387 0.006  0.25
33 H 2.936 2.371 -0.844  0.24
34 H 5.272 3.225 -1.127  0.23
35 H -6.520 -2.259 -1.539  0.23
36 H -2.690 -2.641 1.115  0.26
37 H -2.877 0.952 2.387  0.43
38 H -5.449 -1.544 -2.736  0.23
39 H 8.699 -0.021 -0.989  0.16
40 H 4.418 -1.449 0.425  0.24

(3)
This record from OMol25 describes a single C17H12Cl2N6O4 molecule. The level of theory is ωB97M-V/def2-TZVPD.

Properties
SMILES: COCc1nnc(-c2ccc[n+]([O-])c2)n1-c1c(Cl)c(Cl)cc2[nH]c(=O)c(=O)[nH]c12
gap between HOMO and LUMO: 8.36 eV
spin multiplicity: 1
charge: 0

Last column: natural (NBO) charge in e.
CARTESIAN COORDINATES (ANGSTROEM)
1 Cl 0.290 2.723 -3.855  0.04
2 Cl 2.347 0.865 -2.360  0.05
3 O -5.053 -0.057 0.309  -0.54
4 O 0.299 4.214 1.937  -0.54
5 O -3.180 -1.287 2.181  -0.52
6 O 0.856 -2.383 -2.565  -0.55
7 N 1.160 -0.672 0.005  -0.39
8 N -1.505 -0.684 0.742  -0.60
9 N 2.465 -2.269 0.714  -0.27
10 N -3.387 0.808 -0.753  -0.57
11 N 2.132 -1.454 1.766  -0.26
12 N 0.552 3.067 2.420  0.10
13 C 0.906 -3.168 -3.757  -0.25
14 C 1.413 -0.445 1.345  0.29
15 C 0.665 1.659 4.360  -0.20
16 C 0.682 0.852 -1.857  -0.06
17 C 0.790 1.983 1.632  -0.02
18 C -1.576 1.573 -2.192  -0.21
19 C -3.829 0.041 0.290  0.57
20 C 1.035 0.675 2.182  -0.10
21 C -1.089 0.016 -0.392  0.20
22 C 0.459 2.926 3.751  -0.01
23 C -2.825 -0.720 1.138  0.57
24 C 1.891 -1.790 -0.353  0.35
25 C 0.266 0.064 -0.783  0.09
26 C 1.027 0.544 3.569  -0.18
27 C 1.967 -2.592 -1.675  -0.09
28 C -2.020 0.804 -1.094  0.12
29 C -0.218 1.650 -2.558  -0.05
30 H 0.232 3.801 4.379  0.24
31 H -0.807 -1.215 1.298  0.44
32 H 2.916 -2.374 -2.141  0.20
33 H 1.976 -3.644 -1.349  0.21
34 H -2.270 2.224 -2.717  0.24
35 H 1.759 -2.855 -4.350  0.17
36 H -0.051 -3.080 -4.306  0.21
37 H 0.709 2.220 0.577  0.24
38 H 1.302 -0.392 4.017  0.25
39 H 0.709 1.544 5.426  0.23
40 H 1.097 -4.229 -3.532  0.17
41 H -4.091 1.054 -1.447  0.43

(4)
This record from OMol25 describes a molecular structure, C17H12ClHgIN4O3. The level of theory is ωB97M-V/def2-TZVPD.

Properties
gap between HOMO and LUMO (spin up / spin down): 6.63 / 6.47 eV
spin multiplicity: 2
<S²>: 0.753
charge: -1
relative energy (zero: lowest compared OMol25 entry of this formula, charge and spin): 0.00 kcal/mol

Last column: natural (NBO) charge in e.
CARTESIAN COORDINATES (ANGSTROEM)
1 Hg 0.079 -1.943 -2.164  0.81
2 I 5.190 -2.990 -0.834  0.10
3 Cl 3.540 -0.960 4.213  -0.05
4 O 2.042 -2.875 -1.151  -0.79
5 O -2.398 0.603 -0.090  -0.66
6 O 0.942 0.945 -3.160  -0.60
7 N -3.570 -2.928 -0.964  -0.68
8 N -0.710 0.370 -1.651  -0.76
9 N 0.055 -2.086 0.568  -0.46
10 N -2.871 -2.018 -1.815  -0.70
11 C -0.138 2.638 -1.805  -0.15
12 C 1.347 -2.022 0.975  0.04
13 C -1.608 3.626 -0.169  -0.21
14 C 4.026 -1.931 1.744  -0.22
15 C -1.129 2.526 -0.848  -0.05
16 C -1.046 4.863 -0.480  -0.22
17 C 0.649 -1.136 3.112  -0.16
18 C 3.679 -2.384 0.469  -0.31
19 C -1.503 1.065 -0.792  0.63
20 C -0.892 -1.686 1.379  0.05
21 C 3.066 -1.525 2.626  -0.12
22 C -0.641 -1.197 2.673  -0.26
23 C 2.358 -2.457 0.006  0.44
24 C -0.045 4.975 -1.441  -0.22
25 C 1.698 -1.555 2.265  -0.04
26 C 0.124 1.239 -2.310  0.65
27 C 0.425 3.855 -2.124  -0.17
28 H -3.436 -1.850 -2.635  0.34
29 H 0.886 -0.763 4.100  0.22
30 H 0.373 5.950 -1.658  0.20
31 H 1.203 3.927 -2.872  0.22
32 H -1.389 5.753 0.033  0.20
33 H -4.056 -2.426 -0.227  0.33
34 H -2.686 -1.133 -1.351  0.38
35 H -2.876 -3.519 -0.523  0.34
36 H -1.905 -1.713 1.000  0.20
37 H -2.390 3.525 0.573  0.22
38 H 5.067 -1.901 2.036  0.23
39 H -1.464 -0.862 3.290  0.21

(5)
This record from OMol25 describes a molecular structure, C17H12CoF5GeN2O7. The level of theory is ωB97M-V/def2-TZVPD.

Properties
gap between HOMO and LUMO (spin up / spin down): 4.56 / 6.56 eV
spin multiplicity: 5
<S²>: 6.019
charge: -2
relative energy (zero: lowest compared OMol25 entry of this formula, charge and spin): 45.41 kcal/mol

Last column: natural (NBO) charge in e.
CARTESIAN COORDINATES (ANGSTROEM)
1 Ge 2.556 1.593 -0.291  1.53
2 Co -0.121 -0.154 0.677  1.31
3 F -0.900 -4.048 3.857  -0.32
4 F 1.300 -2.875 -1.001  -0.34
5 F 1.266 -5.418 -0.120  -0.33
6 F -0.850 -1.467 2.962  -0.34
7 F 0.156 -6.043 2.291  -0.32
8 O -0.813 1.295 1.412  -0.72
9 O -0.296 2.531 3.577  -0.35
10 O -1.800 2.565 5.149  -0.46
11 O -1.582 -0.322 -0.491  -0.81
12 O -6.335 1.571 4.269  -0.44
13 O -3.532 0.321 -1.310  -0.69
14 O -6.953 0.778 2.331  -0.43
15 N -6.067 1.185 3.113  0.51
16 N -1.449 2.301 3.980  0.50
17 C -2.735 0.241 -0.385  0.78
18 C -4.738 1.225 2.679  -0.08
19 C 1.679 0.360 0.893  -1.13
20 C -2.045 1.269 1.817  0.43
21 C 2.800 0.881 -2.144  -1.08
22 C -3.089 0.786 0.977  -0.24
23 C 0.732 -4.431 0.641  0.22
24 C 4.389 1.977 0.454  -1.08
25 C 0.227 -2.052 0.957  -0.46
26 C -3.739 1.697 3.536  -0.10
27 C 0.174 -4.757 1.869  0.23
28 C -4.408 0.809 1.383  -0.09
29 C 1.664 3.374 -0.483  -1.07
30 C -0.359 -3.748 2.658  0.24
31 C -0.320 -2.444 2.183  0.27
32 C -2.412 1.761 3.111  -0.05
33 C 0.743 -3.104 0.208  0.34
34 H -3.997 2.031 4.529  0.26
35 H 1.925 0.530 1.942  0.17
36 H -5.177 0.472 0.704  0.26
37 H 4.288 2.409 1.445  0.21
38 H 3.402 -0.022 -2.129  0.22
39 H 4.943 2.675 -0.169  0.19
40 H 1.516 3.808 0.500  0.22
41 H 4.964 1.060 0.540  0.21
42 H 1.833 0.631 -2.567  0.23
43 H 2.258 4.057 -1.088  0.20
44 H 0.692 3.247 -0.946  0.23
45 H 3.285 1.608 -2.793  0.20

(6)
This record from OMol25 describes a molecular structure, C17H12N4O4RhS. The level of theory is ωB97M-V/def2-TZVPD.

Properties
gap between HOMO and LUMO (spin up / spin down): 4.50 / 4.51 eV
spin multiplicity: 1
charge: +3

Last column: natural (NBO) charge in e.
CARTESIAN COORDINATES (ANGSTROEM)
1 Rh -0.459 -0.613 0.000  1.12
2 S 0.405 -5.145 0.000  0.73
3 O -2.422 -1.906 0.000  -0.67
4 O -4.561 -2.310 0.000  -0.58
5 O -0.236 1.708 0.001  -0.66
6 O -1.128 3.769 0.001  -0.59
7 N 0.111 -2.626 0.000  -0.40
8 N 1.664 -0.476 0.000  -0.40
9 N 3.595 -1.617 0.000  -0.47
10 N -2.603 0.632 0.000  -0.45
11 C 2.679 1.857 0.000  -0.10
12 C -4.962 2.074 0.000  -0.12
13 C -2.591 1.951 0.000  0.07
14 C -3.770 0.008 0.000  0.04
15 C 1.802 -4.200 0.000  -0.31
16 C 5.110 1.754 0.000  0.03
17 C -1.203 2.472 0.000  0.83
18 C 2.674 0.429 0.000  0.19
19 C 5.143 0.351 0.000  -0.20
20 C -0.568 -3.745 0.000  -0.08
21 C 3.888 2.485 0.000  -0.22
22 C -3.739 2.732 0.000  -0.13
23 C 2.274 -1.712 0.000  0.51
24 C 3.930 -0.269 0.000  0.16
25 C -4.982 0.684 0.000  -0.15
26 C -3.570 -1.470 0.000  0.84
27 C 1.468 -2.873 0.000  0.01
28 H 1.753 2.397 0.000  0.26
29 H 3.937 3.565 0.000  0.27
30 H -1.644 -3.793 0.000  0.31
31 H -3.671 3.810 0.000  0.28
32 H 6.045 2.300 -0.001  0.27
33 H 6.079 -0.192 0.000  0.28
34 H -5.447 -1.918 0.000  0.53
35 H 2.786 -4.646 0.000  0.29
36 H -5.932 0.165 0.000  0.25
37 H -5.887 2.636 0.000  0.27
38 H -0.221 4.118 0.001  0.53
39 H 4.251 -2.387 0.000  0.47

(7)
This record from OMol25 describes a molecular structure, C17H12NNiO5S. The level of theory is ωB97M-V/def2-TZVPD.

Properties
gap between HOMO and LUMO (spin up / spin down): 6.63 / 7.09 eV
spin multiplicity: 3
<S²>: 2.092
charge: +1
relative energy (zero: lowest compared OMol25 entry of this formula, charge and spin): 0.00 kcal/mol

Last column: natural (NBO) charge in e.
CARTESIAN COORDINATES (ANGSTROEM)
1 Ni -0.343 -0.451 -0.086  0.56
2 S 1.696 -1.024 -2.608  1.11
3 O -1.788 -2.981 0.465  -0.40
4 O -2.921 1.557 -1.121  -0.37
5 O 2.201 4.131 -1.098  -0.49
6 O 1.702 -0.417 1.900  -0.38
7 O -2.178 0.953 1.820  -0.36
8 N 1.125 -1.170 -1.059  -1.16
9 C 1.646 -2.730 -3.182  -0.17
10 C -1.738 0.522 0.809  0.26
11 C 0.628 -3.577 -2.741  -0.24
12 C 2.588 -4.518 -4.506  -0.19
13 C 5.636 -1.416 -1.618  -0.21
14 C 0.725 -0.378 1.296  0.53
15 C 2.598 -3.181 -4.107  -0.23
16 C -2.121 0.876 -0.597  0.43
17 C 6.184 -0.249 -2.160  -0.16
18 C 3.458 -0.745 -2.395  -0.28
19 C -1.254 -1.958 0.384  0.47
20 C 1.610 -5.389 -4.010  -0.17
21 C 0.627 -4.917 -3.136  -0.20
22 C 4.265 -1.671 -1.737  -0.15
23 C 3.993 0.444 -2.918  -0.19
24 C 5.363 0.681 -2.809  -0.20
25 C 1.712 4.107 -0.115  0.49
26 H 3.837 -2.594 -1.347  0.22
27 H 1.722 -1.885 -0.635  0.38
28 H 6.272 -2.139 -1.105  0.24
29 H 7.256 -0.061 -2.075  0.24
30 H -0.142 -3.192 -2.071  0.23
31 H -0.800 -0.159 -1.392  -0.02
32 H 5.785 1.593 -3.233  0.24
33 H -0.149 -5.584 -2.758  0.24
34 H 1.612 -6.437 -4.314  0.24
35 H 3.323 1.144 -3.416  0.24
36 H 3.350 -2.487 -4.481  0.24
37 H 3.348 -4.877 -5.201  0.24

(8)
This record from OMol25 describes a molecular structure, C17H13AuClF6N5O3S. The level of theory is ωB97M-V/def2-TZVPD.

Properties
gap between HOMO and LUMO (spin up / spin down): 8.53 / 4.74 eV
spin multiplicity: 3
<S²>: 2.016
charge: 0

Last column: natural (NBO) charge in e.
CARTESIAN COORDINATES (ANGSTROEM)
1 Au 1.948 -0.050 0.231  1.05
2 Cl -6.731 0.650 -0.416  0.01
3 S 1.932 2.572 -0.200  -0.03
4 F -0.972 -2.682 -1.236  -0.31
5 F 0.622 -3.486 -3.268  -0.31
6 F -0.161 -3.136 0.725  -0.31
7 F -0.412 -4.708 -0.747  -0.32
8 F 1.042 -1.434 -2.680  -0.31
9 F 2.672 -2.811 -3.032  -0.31
10 O -0.509 0.472 2.062  -0.69
11 O 2.084 -2.268 -0.259  -0.36
12 O -0.080 0.040 -0.099  -0.79
13 N 5.959 -0.252 -0.568  -0.63
14 N 8.138 0.824 -1.052  -0.41
15 N 0.959 2.884 2.329  -0.48
16 N -0.500 3.319 0.812  -0.32
17 N 3.900 0.030 0.691  -0.76
18 C 4.910 -0.072 0.062  0.66
19 C -4.117 0.454 -1.079  -0.26
20 C -0.186 3.240 2.986  -0.02
21 C -0.874 0.272 0.905  0.77
22 C -2.337 0.361 0.548  -0.21
23 C -2.764 0.357 -0.777  -0.11
24 C -1.155 3.438 -0.494  -0.41
25 C 1.427 -2.705 -2.540  0.97
26 C 1.411 -3.158 -1.055  0.03
27 C -5.036 0.543 -0.044  -0.02
28 C -0.068 -3.418 -0.578  0.96
29 C 7.115 0.345 -0.797  0.44
30 C 2.195 -4.486 -0.967  -0.60
31 C 0.777 2.915 0.996  0.23
32 C -4.627 0.549 1.279  -0.25
33 C -1.101 3.529 2.032  -0.05
34 C -3.272 0.459 1.569  -0.16
35 H -0.929 4.399 -0.948  0.22
36 H 1.802 -5.198 -1.688  0.25
37 H -5.366 0.618 2.069  0.23
38 H -2.030 0.264 -1.567  0.23
39 H -2.227 3.335 -0.354  0.23
40 H 2.098 -4.886 0.041  0.24
41 H 1.797 2.515 2.751  0.45
42 H -2.129 3.844 2.119  0.24
43 H -0.795 2.645 -1.140  0.25
44 H 3.242 -4.282 -1.171  0.25
45 H -2.923 0.460 2.595  0.24
46 H -0.268 3.247 4.061  0.24
47 H -4.462 0.452 -2.106  0.23

Max |F| for the records above, in order: 0.0079 0.0339 0.0733 0.0049 0.1009 0.0716 0.1257 0.0281 Eh/bohr
Molar mass for the records above, in order: 513.96 439.28 435.23 683.26 582.82 471.28 401.04 713.80 g/mol
Total energy for the records above, in order: -2676.13655 -2493.58768 -2204.83707 -2011.16043 -5249.99909 -1682.70532 -2991.96600 -2748.32457 Eh